No. 1
Formula: C43H35N4NiO2S2
Source: the OMol25 dataset
Level of theory: the ωB97M-V functional and the def2-TZVPD basis

For the largest force on an atom, the calculation gives 0.0454 hartree/bohr. The spin multiplicity is 1. Its total charge is -1. The LUMO energy comes out at 2.40 eV. The highest occupied orbital energy comes out at -4.49 eV. Its HOMO-LUMO gap is 0.2533 hartree. As for the total energy: -4333.91404 Ha.

Last column: Löwdin charge in e.
Element x y z (Å)
Ni (0.022, -0.875, -0.372)  0.58
O (-1.788, -0.337, -0.676)  -0.21
C (-2.809, -0.369, 0.234)  -0.47
C (-2.497, -1.368, 1.412)  -0.05
C (-1.441, -0.821, 2.315)  -0.25
C (-1.730, -0.423, 3.615)  -0.03
C (-0.753, 0.224, 4.352)  -0.05
C (0.488, 0.421, 3.777)  -0.01
C (0.740, -0.090, 2.507)  -0.24
C (2.096, 0.026, 1.900)  -0.06
C (2.103, 1.026, 0.687)  -0.48
O (1.230, 0.664, -0.293)  -0.22
C (1.737, 2.404, 1.288)  -0.13
C (2.584, 3.090, 2.153)  -0.04
C (2.187, 4.289, 2.729)  -0.10
C (0.935, 4.819, 2.446)  -0.11
C (0.087, 4.142, 1.582)  -0.08
C (0.488, 2.944, 1.008)  0.00
C (3.528, 1.096, 0.102)  -0.13
C (4.683, 0.710, 0.772)  -0.04
C (5.926, 0.805, 0.156)  -0.10
C (6.033, 1.272, -1.142)  -0.11
C (4.883, 1.644, -1.828)  -0.09
C (3.648, 1.557, -1.208)  -0.03
N (-0.218, -0.691, 1.795)  0.15
C (-4.046, -0.946, -0.508)  -0.11
C (-5.248, -0.266, -0.686)  -0.02
C (-6.287, -0.833, -1.418)  -0.10
C (-6.146, -2.090, -1.981)  -0.12
C (-4.950, -2.775, -1.814)  -0.09
C (-3.914, -2.205, -1.093)  -0.03
C (-3.141, 1.034, 0.768)  -0.15
C (-3.883, 1.259, 1.922)  -0.05
C (-4.233, 2.548, 2.301)  -0.09
C (-3.860, 3.631, 1.520)  -0.11
C (-3.132, 3.416, 0.358)  -0.10
C (-2.773, 2.128, -0.008)  -0.03
H (-2.116, -2.271, 0.932)  0.11
H (-3.405, -1.609, 1.966)  0.12
H (-2.707, -0.619, 4.035)  0.10
H (-0.958, 0.569, 5.358)  0.10
H (1.267, 0.957, 4.303)  0.11
H (2.404, -0.947, 1.522)  0.09
H (2.798, 0.363, 2.662)  0.11
H (3.567, 2.690, 2.382)  0.11
H (2.856, 4.813, 3.403)  0.09
H (0.625, 5.753, 2.901)  0.09
H (-0.895, 4.544, 1.360)  0.08
H (-0.164, 2.392, 0.343)  0.10
H (4.635, 0.310, 1.778)  0.10
H (6.818, 0.504, 0.694)  0.09
H (7.000, 1.338, -1.626)  0.09
H (4.949, 1.990, -2.853)  0.10
H (2.741, 1.828, -1.730)  0.12
H (-5.387, 0.718, -0.262)  0.11
H (-7.211, -0.281, -1.545)  0.09
H (-6.956, -2.527, -2.553)  0.09
H (-4.829, -3.760, -2.250)  0.09
H (-2.975, -2.736, -0.992)  0.09
H (-4.220, 0.426, 2.525)  0.11
H (-4.807, 2.709, 3.206)  0.10
H (-4.135, 4.637, 1.814)  0.09
H (-2.850, 4.256, -0.267)  0.10
H (-2.203, 1.937, -0.908)  0.12
S (1.430, -3.757, 1.554)  0.48
C (2.164, -3.098, 0.212)  -1.19
N (1.746, -2.105, -0.548)  -0.06
C (2.536, -1.867, -1.659)  -0.30
C (2.290, -0.907, -2.641)  -0.04
C (3.152, -0.803, -3.717)  -0.10
C (4.259, -1.641, -3.830)  -0.12
C (4.520, -2.596, -2.860)  -0.11
C (3.658, -2.702, -1.779)  -0.49
S (3.701, -3.804, -0.434)  0.96
H (1.435, -0.258, -2.514)  0.10
H (2.973, -0.047, -4.473)  0.10
H (4.927, -1.539, -4.677)  0.09
H (5.379, -3.250, -2.946)  0.10
N (-1.343, -3.425, -3.614)  0.06
C (-0.933, -4.407, -2.740)  -0.09
C (-0.458, -3.750, -1.646)  -0.12
N (-0.578, -2.398, -1.843)  0.02
C (-1.112, -2.230, -3.022)  -0.16
H (-1.745, -3.573, -4.519)  0.14
H (-0.997, -5.456, -2.971)  0.10
H (-0.045, -4.152, -0.733)  0.06
H (-1.355, -1.279, -3.466)  0.14

=====

No. 2
Formula: C43H35N5O5P2PtSe2
Source: the OMol25 dataset
Level of theory: the ωB97M-V functional and the def2-TZVPD basis

For the largest force on an atom, the calculation gives 0.0071 hartree/bohr. The spin multiplicity is 1. The LUMO energy comes out at -0.71 eV. The highest occupied orbital energy comes out at -7.36 eV. Its HOMO-LUMO gap is 0.2443 hartree. As for the total energy: -7914.43357 Ha.

Last column: Löwdin charge in e.
Element x y z (Å)
Pt (-3.535, -0.394, 1.046)  0.94
C (-3.347, -4.870, 1.136)  -0.08
O (-3.701, -4.952, 2.512)  -0.08
C (-4.415, -3.972, 3.139)  -0.21
C (-5.147, -4.400, 4.225)  0.00
C (-5.923, -3.523, 4.981)  -0.09
C (-5.970, -2.204, 4.616)  -0.07
C (-5.229, -1.721, 3.519)  -0.14
C (-5.394, -0.314, 3.249)  -0.06
N (-4.849, 0.344, 2.293)  -0.20
N (-5.116, 1.695, 2.174)  0.08
C (-4.425, 2.205, 1.202)  -0.45
O (-3.582, 1.544, 0.455)  -0.25
C (-4.645, 3.643, 0.903)  -0.14
C (-4.365, 4.140, -0.364)  -0.04
C (-4.584, 5.479, -0.656)  -0.08
C (-5.082, 6.330, 0.319)  -0.09
C (-5.375, 5.834, 1.584)  -0.08
C (-5.166, 4.496, 1.875)  -0.03
C (-4.397, -2.597, 2.776)  -0.26
O (-3.597, -2.239, 1.794)  -0.40
H (-3.114, -5.892, 0.845)  0.09
H (-2.473, -4.241, 0.982)  0.04
H (-4.171, -4.497, 0.528)  0.10
H (-5.100, -5.455, 4.465)  0.12
H (-6.487, -3.886, 5.829)  0.10
H (-6.582, -1.502, 5.170)  0.11
H (-6.045, 0.255, 3.905)  0.13
H (-4.014, 3.455, -1.121)  0.10
H (-4.379, 5.856, -1.650)  0.11
H (-5.253, 7.375, 0.093)  0.10
H (-5.773, 6.493, 2.345)  0.10
H (-5.397, 4.098, 2.852)  0.11
Se (2.660, 1.547, -4.451)  0.31
P (2.842, 1.086, -2.418)  0.53
C (2.898, 2.477, -1.261)  -0.38
C (2.698, 2.249, 0.102)  -0.10
C (2.760, 3.307, 0.992)  -0.07
C (3.017, 4.591, 0.525)  -0.07
C (3.213, 4.816, -0.829)  -0.07
C (3.154, 3.758, -1.727)  -0.09
C (4.335, 0.122, -2.075)  -0.34
C (5.244, 0.527, -1.101)  -0.08
C (6.463, -0.124, -0.975)  -0.08
C (6.775, -1.186, -1.809)  -0.07
C (5.880, -1.579, -2.796)  -0.07
C (4.674, -0.915, -2.943)  -0.11
C (1.261, 0.329, -1.811)  -0.32
C (0.667, -0.883, -1.363)  -0.36
N (-0.641, -0.614, -1.241)  -0.32
N (-0.821, 0.665, -1.579)  -0.03
N (0.302, 1.231, -1.943)  0.13
P (1.237, -2.510, -0.710)  1.10
Se (-1.902, -1.687, -0.209)  0.71
C (2.194, -3.145, -2.120)  -0.39
C (3.145, -4.142, -1.896)  -0.11
C (3.754, -4.783, -2.963)  -0.08
C (3.402, -4.458, -4.267)  -0.08
C (2.433, -3.493, -4.497)  -0.08
C (1.831, -2.841, -3.430)  -0.11
C (2.396, -1.867, 0.551)  -0.37
C (1.753, -1.345, 1.680)  -0.11
C (2.491, -0.847, 2.741)  -0.08
C (3.879, -0.905, 2.704)  -0.08
C (4.518, -1.444, 1.599)  -0.08
C (3.784, -1.913, 0.517)  -0.09
H (2.498, 1.246, 0.470)  0.10
H (2.604, 3.130, 2.049)  0.11
H (3.060, 5.418, 1.221)  0.11
H (3.408, 5.818, -1.190)  0.11
H (3.292, 3.917, -2.790)  0.07
H (5.013, 1.353, -0.443)  0.10
H (7.169, 0.205, -0.224)  0.11
H (7.725, -1.693, -1.707)  0.11
H (6.128, -2.388, -3.470)  0.11
H (4.012, -1.173, -3.756)  0.08
H (3.405, -4.429, -0.884)  0.11
H (4.496, -5.548, -2.775)  0.11
H (3.872, -4.965, -5.099)  0.10
H (2.144, -3.241, -5.509)  0.11
H (1.078, -2.088, -3.632)  0.10
H (0.668, -1.338, 1.724)  0.09
H (1.982, -0.439, 3.605)  0.11
H (4.460, -0.539, 3.541)  0.10
H (5.599, -1.492, 1.568)  0.10
H (4.299, -2.304, -0.351)  0.09
C (-1.466, 3.298, -1.071)  -0.01
O (-2.226, 2.482, -1.991)  0.01
C (-2.104, 1.190, -2.097)  -0.50
O (-2.850, 0.451, -2.642)  0.18
H (-1.955, 4.265, -1.108)  0.09
H (-0.432, 3.374, -1.390)  0.08
H (-1.546, 2.883, -0.068)  0.10